No. 1
Formula: CHIOS2
Source: the OMol25 dataset
Level of theory: ωB97M-V with the def2-TZVPD basis set

For the orbital gap (spin up / spin down), the calculation gives 5.877 / 7.495 eV. The calculation puts the energy at -32867.89661 eV. Its energy relative to the best compared isomer or geometry (same formula, charge and spin) is 362.0 kJ/mol. The HOMO energy (spin up / spin down) comes out at -0.282 / -0.331 hartree.

Atoms and positions in Å:
C: -1.6733 -0.5285 -0.8237
O: 2.7735 0.3507 2.3070
S: -3.0586 0.1804 -0.5279
S: 2.7206 0.1246 0.8676
I: 0.5923 1.1012 -0.1918
H: -1.3545 -1.2283 -1.6312

=====

No. 2
Formula: CHLiMgO2
Source: the OMol25 dataset
Level of theory: ωB97M-V with the def2-TZVPD basis set

For the orbital gap, the calculation gives 5.531 eV. The calculation puts the energy at -10795.96254 eV. Its energy relative to the best compared isomer or geometry (same formula, charge and spin) is 29.2 kJ/mol. The HOMO energy comes out at -0.234 hartree.

Atoms and positions in Å:
O: 2.0341 -0.6400 0.2773
C: -2.0782 0.7734 -0.3858
O: -0.8225 0.7960 -0.5839
Mg: 0.8553 0.7395 0.3859
Li: 2.2729 -2.1854 -0.4039
H: -2.2617 0.5165 0.7103

=====

No. 3
Formula: CHN2O3
Source: the OMol25 dataset
Level of theory: ωB97M-V with the def2-TZVPD basis set

Its charge is +1. For the orbital gap (spin up / spin down), the calculation gives 8.167 / 5.183 eV. The calculation puts the energy at -10158.69345 eV. Its energy relative to the best compared isomer or geometry (same formula, charge and spin) is 46.4 kJ/mol. As for the spin multiplicity: 3. The HOMO energy (spin up / spin down) comes out at -0.518 / -0.632 hartree.

Atoms and positions in Å:
C: 1.8012 0.8622 0.1458
N: -1.6925 -0.3774 -0.5099
N: -1.1938 -0.9420 0.2939
O: 2.8987 0.9961 0.4714
O: -0.8843 -1.5550 1.1743
O: 0.7369 0.6812 -0.2186
H: -1.6661 0.3349 -1.3570

=====

No. 4
Formula: CHN2O3P
Source: the OMol25 dataset
Level of theory: ωB97M-V with the def2-TZVPD basis set

Its charge is -2. For the orbital gap, the calculation gives 7.242 eV. The calculation puts the energy at -19465.74094 eV. Its energy relative to the best compared isomer or geometry (same formula, charge and spin) is 89.7 kJ/mol. The HOMO energy comes out at 0.005 hartree. As for the SMILES: N#COP(=N)([O-])[O-].

Atoms and positions in Å:
C: -1.5884 0.0651 1.3559
N: -2.5000 0.5741 1.8716
N: 0.8177 0.9847 -1.2145
O: 0.8619 -1.6587 -1.0908
O: -0.7617 -0.5310 0.6647
O: 2.1554 -0.1059 0.6131
P: 1.0800 -0.3107 -0.3878
H: -0.0649 0.9825 -1.8121

=====

No. 5
Formula: CHN2O3P
Source: the OMol25 dataset
Level of theory: ωB97M-V with the def2-TZVPD basis set

Its charge is -2. For the orbital gap, the calculation gives 4.722 eV. The calculation puts the energy at -19463.06941 eV. Its energy relative to the best compared isomer or geometry (same formula, charge and spin) is 347.5 kJ/mol. The HOMO energy comes out at 0.062 hartree.

Atoms and positions in Å:
C: 2.3534 -0.0059 0.0542
N: 3.2422 0.9210 0.0035
N: 3.3651 -0.7928 -0.0555
O: -2.5398 1.1567 0.8795
O: -2.7049 0.1945 -1.4951
O: -2.4771 -1.3822 0.5280
P: -2.5008 -0.0079 -0.0393
H: 1.2620 -0.0834 0.1246

=====

No. 6
Formula: CHN3O
Source: the OMol25 dataset
Level of theory: ωB97M-V with the def2-TZVPD basis set

For the orbital gap, the calculation gives 11.783 eV. The calculation puts the energy at -7567.34415 eV. Its energy relative to the best compared isomer or geometry (same formula, charge and spin) is 427.4 kJ/mol. The HOMO energy comes out at -0.434 hartree.

Atoms and positions in Å:
C: 0.5456 -0.1633 0.3837
H: 1.2082 -0.3803 1.1129
N: -0.3441 -1.0593 0.0291
N: -1.1456 -0.3515 -0.5981
N: 0.4411 1.0713 -0.0913
O: -0.7051 0.8831 -0.8364

=====

No. 7
Formula: CHN3O2
Source: the OMol25 dataset
Level of theory: ωB97M-V with the def2-TZVPD basis set

For the orbital gap, the calculation gives 10.594 eV. The calculation puts the energy at -9615.99738 eV. Its energy relative to the best compared isomer or geometry (same formula, charge and spin) is 135.9 kJ/mol. The HOMO energy comes out at -0.407 hartree.

Atoms and positions in Å:
O: -1.6194 1.1543 -0.3651
C: -0.5072 0.6897 -0.3142
N: -0.2562 -0.5013 0.5027
N: 0.9665 -0.9425 0.3786
N: 1.7183 -0.2951 -0.2903
O: 0.6416 1.0014 -0.8429
H: -0.9435 -1.1067 0.9311

=====

No. 8
Formula: CHN3O2
Source: the OMol25 dataset
Level of theory: ωB97M-V with the def2-TZVPD basis set

For the orbital gap, the calculation gives 9.527 eV. The calculation puts the energy at -9614.21850 eV. Its energy relative to the best compared isomer or geometry (same formula, charge and spin) is 307.6 kJ/mol. The HOMO energy comes out at -0.387 hartree.

Atoms and positions in Å:
C: 0.3360 -0.0310 -0.0477
H: 2.3923 0.5120 0.3313
N: -0.3801 1.0791 -0.0620
N: -1.6488 0.5268 -0.0914
N: -1.7509 -0.6724 0.0513
O: 1.5325 -0.2803 -0.0825
O: -0.4810 -1.1343 -0.0990

=====

No. 9
Formula: CHN3O2
Source: the OMol25 dataset
Level of theory: ωB97M-V with the def2-TZVPD basis set

For the orbital gap, the calculation gives 11.620 eV. The calculation puts the energy at -9615.89637 eV. Its energy relative to the best compared isomer or geometry (same formula, charge and spin) is 145.7 kJ/mol. The HOMO energy comes out at -0.397 hartree. As for the SMILES: N#[N+][O-].N=C=O.

Atoms and positions in Å:
C: 0.8864 1.0105 -0.0440
N: -0.8163 -0.4674 -0.5546
N: -1.6804 -0.9413 -0.0532
N: 1.4935 0.0332 0.2059
O: 0.3451 2.0536 -0.0667
O: -2.6636 -1.3204 0.3990
H: 2.4355 -0.3682 0.1135

=====

No. 10
Formula: CHN3O3
Source: the OMol25 dataset
Level of theory: ωB97M-V with the def2-TZVPD basis set

For the orbital gap (spin up / spin down), the calculation gives 10.741 / 7.152 eV. The calculation puts the energy at -11657.46464 eV. Its energy relative to the best compared isomer or geometry (same formula, charge and spin) is 16.9 kJ/mol. As for the spin multiplicity: 3. The HOMO energy (spin up / spin down) comes out at -0.387 / -0.409 hartree.

Atoms and positions in Å:
C: -1.8658 -0.9318 0.0546
N: -0.8939 -1.0531 -0.6720
N: 0.6106 0.1244 0.5877
N: 1.1049 0.8876 -0.3543
O: -2.9061 -1.0039 0.5546
O: 0.5649 1.2767 -1.3381
O: 2.1824 1.3064 0.0613
H: 1.2029 -0.6064 1.1063

=====

No. 11
Formula: CHN3O3S
Source: the OMol25 dataset
Level of theory: ωB97M-V with the def2-TZVPD basis set

For the orbital gap, the calculation gives 8.556 eV. The calculation puts the energy at -22494.61046 eV. Its energy relative to the best compared isomer or geometry (same formula, charge and spin) is 668.1 kJ/mol. The HOMO energy comes out at -0.357 hartree.

Atoms and positions in Å:
C: -1.6179 0.2040 0.6095
N: -0.8857 1.1749 0.6146
N: -0.4199 -0.9557 -0.9660
N: 1.7319 0.4085 0.5412
O: 1.6937 -0.6545 1.0519
O: 2.2914 1.4305 0.7249
O: -2.2030 -0.6981 0.2020
S: 0.1683 0.4838 -0.9564
H: -0.7588 -1.3936 -1.8217

=====

No. 12
Formula: CHN3O4S
Source: the OMol25 dataset
Level of theory: ωB97M-V with the def2-TZVPD basis set

For the orbital gap, the calculation gives 7.560 eV. The calculation puts the energy at -24541.74171 eV. Its energy relative to the best compared isomer or geometry (same formula, charge and spin) is 89.1 kJ/mol. The HOMO energy comes out at -0.390 hartree.

Atoms and positions in Å:
C: 1.3266 1.3930 -0.0260
N: 2.2323 2.1113 0.0300
N: 0.3921 0.4193 -0.0775
N: -2.6201 -0.5187 -0.0348
O: -2.0074 -1.3686 0.5450
O: -3.6543 -0.4810 -0.5892
O: -1.9082 1.9472 1.3236
O: -1.8630 1.9913 -1.1645
S: -1.6674 1.2791 0.0462
H: 0.3633 -0.2477 -0.8005